# 1
Formula: C22H23AgN3O2P
Source: the Open Molecules 2025 dataset
Level of theory: ωB97M-V/def2-TZVPD

molar mass	500.287	u
calculated total energy	-1655.2078	Ha

The geometry in ORCA input format:
```
! wB97M-V def2-TZVPD RIJCOSX def2/J DEFGRID3
* xyz 0 1
Ag 1.0711 2.3409 0.1266
O 1.4489 1.4587 3.6893
C 1.0671 0.6987 2.8067
O 1.5420 0.5592 1.6189
C -0.1364 -0.1962 3.0199
C -0.4387 -0.6766 4.2870
C -1.4969 -1.5539 4.4657
C -2.2789 -1.9201 3.3781
C -2.0108 -1.4058 2.1171
C -0.9304 -0.5472 1.9169
P -0.5009 0.1307 0.2547
C -2.1521 -0.0413 -0.5857
C -2.6486 -1.1470 -1.2750
C -3.9272 -1.1333 -1.8200
C -4.7376 -0.0150 -1.6793
C -4.2597 1.0970 -0.9969
C -2.9759 1.0819 -0.4682
C 0.4274 -1.2325 -0.5501
C 0.4413 -1.3194 -1.9431
C 1.2007 -2.2821 -2.5938
C 1.9705 -3.1707 -1.8563
C 1.9705 -3.0899 -0.4691
C 1.2062 -2.1278 0.1796
H 0.1752 -0.3546 5.1191
H -1.7154 -1.9525 5.4496
H -3.1059 -2.6072 3.5119
H -2.6551 -1.6753 1.2898
H -2.0398 -2.0371 -1.3794
H -4.2939 -2.0028 -2.3533
H -5.7360 -0.0105 -2.0998
H -4.8851 1.9753 -0.8873
H -2.5915 1.9571 0.0473
H -0.1602 -0.6311 -2.5281
H 1.1899 -2.3410 -3.6753
H 2.5677 -3.9206 -2.3600
H 2.5722 -3.7780 0.1125
H 1.2220 -2.0606 1.2608
N 1.6724 1.9808 -2.2714
C 2.8951 1.1592 -2.2367
C 3.9892 1.8632 -1.4540
N 3.5647 2.0922 -0.0716
H 0.9268 1.4869 -2.7454
H 1.8373 2.8370 -2.7874
H 3.2682 0.9140 -3.2346
H 2.6482 0.2191 -1.7370
H 4.1914 2.8349 -1.9129
H 4.9053 1.2713 -1.5342
H 4.2160 2.6859 0.4231
H 3.4995 1.2219 0.4508
N -0.7304 4.4599 1.3351
C 0.2059 4.1303 0.7379
H -1.4853 4.7743 1.9078
*
```

***

# 2
Formula: C27H53Br3I2N3O28S7
Source: the Open Molecules 2025 dataset
Level of theory: ωB97M-V/def2-TZVPD

molar mass	1585.703	u
calculated total energy	-14435.9241	Ha

The geometry in ORCA input format:
```
! wB97M-V def2-TZVPD RIJCOSX def2/J DEFGRID3
* xyz 1 1
C 8.5319 -0.5190 1.6111
C 7.1744 -0.3827 0.9018
C 6.0924 -0.2319 1.9598
I 5.4203 -2.1279 2.7015
N 4.9919 0.6831 1.5431
C 4.9386 1.9403 2.3005
C 4.3273 1.9228 3.7295
C 3.6926 3.2831 3.9852
Br 3.0309 0.5203 4.0808
C 4.1867 0.4377 0.5523
N 3.2229 1.3230 0.1259
C 1.8733 1.1464 0.7109
C 0.7806 1.1064 -0.3635
C -0.0819 -0.1236 -0.2374
I -1.3534 -0.3671 -1.9546
N 4.3260 -0.7816 -0.1520
C 4.2961 -0.5908 -1.6137
Br 2.5643 -1.2361 -2.3069
C 5.3924 -1.3470 -2.3992
C 6.6397 -0.4589 -2.5845
Br 5.8020 -3.0492 -1.5788
H 8.9490 0.4728 1.7515
H 8.4117 -0.9635 2.5927
H 9.2127 -1.1503 1.0584
H 7.0083 -1.3078 0.3769
H 7.1779 0.4694 0.2384
H 6.5683 0.2463 2.7997
H 5.9747 2.2225 2.4427
H 4.4853 2.7356 1.7307
H 5.1287 1.8083 4.4471
H 4.1963 4.0408 3.3923
H 3.7740 3.5771 5.0222
H 2.6648 3.2794 3.6473
H 3.5596 2.2783 0.1434
H 1.8601 0.1729 1.1856
H 1.6370 1.8808 1.4707
H 0.1291 1.9683 -0.2796
H 1.2352 1.1357 -1.3410
H 0.4703 -1.0495 -0.1270
H -0.7611 -0.0616 0.6003
H 3.4839 -1.3186 0.0681
H 4.3516 0.4462 -1.9084
H 4.9817 -1.4903 -3.3822
H 6.5329 0.5022 -2.0994
H 6.7536 -0.2441 -3.6380
H 7.5332 -0.9471 -2.2326
C 4.2585 1.1843 7.3841
C 4.9407 0.2122 8.3215
O 6.3162 0.6219 8.2991
S 6.4105 2.2103 8.1072
O 6.5850 2.8315 9.3647
O 7.2732 2.4736 7.0106
O 4.8939 2.4442 7.6316
H 4.4303 0.9210 6.3418
H 3.1903 1.2640 7.5676
H 4.8544 -0.8199 7.9945
H 4.5627 0.3049 9.3412
C 6.6088 6.0097 0.6244
C 7.4774 4.7775 0.4764
O 6.6016 3.8010 -0.1240
S 5.5724 4.5490 -1.1086
O 6.0458 4.4675 -2.4360
O 4.2587 4.1177 -0.7653
O 5.8066 6.0285 -0.5664
H 5.9445 5.9324 1.4877
H 7.1883 6.9252 0.6935
H 7.8508 4.4103 1.4280
H 8.3138 4.9523 -0.2016
C -4.5581 -2.4581 -0.7705
C -5.0133 -3.6358 -1.5933
O -4.9155 -4.7606 -0.6999
S -5.2332 -4.2767 0.7925
O -6.5874 -4.5602 1.1040
O -4.1753 -4.7058 1.6362
O -5.0971 -2.6983 0.5401
H -3.4703 -2.4213 -0.6936
H -4.9272 -1.5141 -1.1654
H -4.3899 -3.7875 -2.4650
H -6.0543 -3.5293 -1.8990
C -2.4145 -4.9292 -6.2490
C -1.0609 -4.3081 -5.9743
O -1.3627 -3.1238 -5.2187
S -2.6541 -3.3865 -4.3088
O -2.2240 -3.7321 -3.0006
O -3.5803 -2.3381 -4.5368
O -3.1587 -4.7138 -5.0394
H -2.9303 -4.4229 -7.0664
H -2.3521 -5.9926 -6.4603
H -0.5274 -4.0440 -6.8825
H -0.4382 -4.9604 -5.3589
C -10.2103 -0.7507 -2.0182
C -9.5829 -1.0038 -0.6677
O -8.2673 -1.5036 -0.9718
S -7.7385 -0.8238 -2.3147
O -6.8901 0.2643 -1.9735
O -7.3117 -1.8548 -3.1922
O -9.1335 -0.2358 -2.8250
H -10.5690 -1.6765 -2.4710
H -11.0209 -0.0294 -1.9744
H -10.1437 -1.7189 -0.0762
H -9.4697 -0.0747 -0.1027
C -13.1707 -3.2455 3.4250
C -12.1079 -2.3043 3.9515
O -11.3673 -1.9200 2.7822
S -12.3489 -1.8677 1.5216
O -12.7534 -0.5267 1.3067
O -11.7861 -2.6590 0.4810
O -13.5679 -2.6712 2.1698
H -12.7664 -4.2413 3.2362
H -14.0290 -3.3194 4.0862
H -11.4467 -2.7762 4.6718
H -12.5484 -1.4071 4.3902
C -2.0387 2.0382 -5.3282
C -0.9823 2.9635 -4.7647
O -0.2049 3.3503 -5.9037
S -1.1511 3.4279 -7.2000
O -1.5451 4.7725 -7.4061
O -0.5555 2.6564 -8.2275
O -2.3967 2.6260 -6.5845
H -1.6341 1.0403 -5.5129
H -2.9115 1.9651 -4.6850
H -0.3495 2.4747 -4.0287
H -1.4280 3.8600 -4.3279
*
```

***

# 3
Formula: C7H10NO2
Source: the Open Molecules 2025 dataset
Level of theory: ωB97M-V/def2-TZVPD

molar mass	140.162	u
calculated total energy	-477.5722	Ha

The geometry in ORCA input format:
```
! wB97M-V def2-TZVPD RIJCOSX def2/J DEFGRID3
* xyz 1 1
C 1.6761 -1.2012 -0.6465
C 0.4667 -1.8667 -1.0448
C 1.8030 0.0963 -0.4073
C -0.7403 -1.3256 -0.7790
C 0.1726 0.5609 1.9611
C 0.6905 1.1239 -0.2175
C -0.9546 -0.0087 -0.0016
N -2.0530 0.8882 -0.4891
O 0.5446 1.5985 1.0552
O -0.9466 -0.1492 1.3640
H 2.6734 -1.8188 -0.7816
H 0.6387 -2.6663 -1.6811
H 2.7537 0.4313 -0.0705
H -1.6431 -1.9494 -1.0428
H 1.0391 0.0048 2.2307
H -0.0932 1.1792 2.9014
H 0.6892 1.9076 -0.8789
H -1.5122 1.6539 -0.9272
H -2.4093 1.3051 0.4135
H -2.7954 0.2360 -0.9580
*
```